[1]
Density functional theory data (the ωB97M-V functional and the def2-TZVPD basis) for C48H58BrFN8O11PbSSi as an isolated structure.

Results
Total energy (hartree): -6684.00325
HOMO level (eV): -7.04
Net charge: 0
HOMO-LUMO gap (eV): 5.406
F_max (eV/Å): 0.551

Last column: Löwdin charge in e.
Geometry (Å):
Pb: 0.36863 -1.40699 -0.78883  1.456
O: 3.99951 -1.68002 -3.67029  0.147
C: 2.92722 -1.26838 -3.00333  -0.512
O: 1.82556 -1.74040 -3.13750  0.009
C: 3.15236 -0.01896 -2.21919  -0.184
C: 4.23875 0.79714 -2.46676  0.029
C: 4.32956 1.99830 -1.78312  -0.011
C: 3.35824 2.30958 -0.85450  0.014
C: 2.32176 1.41032 -0.62442  -0.171
N: 2.20253 0.28295 -1.32711  0.076
C: 1.28939 1.80165 0.44309  -0.621
O: 1.17356 3.02410 0.57565  -0.015
O: 0.63978 0.90724 1.06916  -0.097
H: 3.77081 -2.51522 -4.10551  0.152
H: 4.97983 0.48787 -3.18903  0.127
H: 5.15426 2.67348 -1.96903  0.119
H: 3.38403 3.22435 -0.28251  0.124
F: 6.21775 -4.21347 4.52782  0.085
C: 5.87334 -3.16650 3.76205  -0.204
C: 5.89377 -3.26481 2.42689  0.047
N: 5.57838 -2.21411 1.60253  0.015
C: 5.36261 -2.46727 0.17702  -0.024
C: 3.96778 -3.13169 -0.00484  -0.643
O: 3.72335 -4.02352 0.82252  0.001
O: 3.25298 -2.72031 -0.94982  -0.068
C: 5.18657 -1.00319 2.12417  -0.476
O: 4.88263 -0.03720 1.44511  0.067
N: 5.16032 -0.95013 3.50370  0.217
C: 5.42349 -1.96614 4.42571  -0.440
O: 5.24801 -1.79289 5.61398  0.085
H: 6.16974 -4.19035 1.94534  0.154
H: 6.12115 -3.17295 -0.15898  0.130
H: 5.43522 -1.53789 -0.37554  0.112
H: 4.87000 -0.06450 3.88895  0.160
C: -0.54285 3.95839 -1.80919  0.023
N: -1.14138 3.13340 -2.88962  -0.174
C: -0.66008 3.55360 -4.23196  0.021
C: -0.94393 1.65781 -2.65742  -0.084
C: -2.00078 1.03524 -1.76894  -0.260
C: -3.33325 1.41712 -1.93379  -0.051
C: -4.34022 0.81503 -1.19455  -0.075
C: -4.00676 -0.19958 -0.31065  -0.102
C: -2.68188 -0.60076 -0.19208  -0.183
C: -1.63346 -0.00289 -0.89893  -0.259
H: -0.81476 5.00088 -1.96175  0.112
H: 0.53756 3.84316 -1.81864  0.103
H: -0.90933 3.61352 -0.84783  0.073
H: -2.15027 3.27386 -2.85364  0.144
H: 0.40266 3.33441 -4.30666  0.114
H: -0.82151 4.62155 -4.35671  0.106
H: -1.20041 3.00988 -5.00292  0.116
H: 0.04387 1.50723 -2.22728  0.113
H: -0.96815 1.18555 -3.64011  0.111
H: -3.63186 2.16105 -2.67334  0.109
H: -5.36989 1.12071 -1.32556  0.107
H: -4.78301 -0.69238 0.26474  0.111
H: -2.45937 -1.43257 0.47965  0.079
O: -3.50801 -1.36028 -11.22970  -0.355
S: -2.94343 -0.89669 -9.98549  0.388
O: -1.51250 -1.07291 -9.84483  -0.371
O: -3.44141 0.39145 -9.51281  -0.373
C: -3.67113 -1.93942 -8.67031  -0.334
N: -4.89334 -2.45262 -8.82096  0.128
C: -5.45809 -2.96357 -7.73502  -0.118
C: -4.83736 -2.97459 -6.49452  -0.004
C: -3.55932 -2.43853 -6.45034  -0.231
N: -2.98516 -1.92933 -7.53014  0.149
C: -2.74767 -2.32072 -5.21071  -0.123
C: -1.65283 -1.46067 -5.23095  0.024
C: -0.89225 -1.31895 -4.09434  -0.153
N: -1.14972 -1.95767 -2.94807  -0.028
C: -2.18476 -2.79601 -2.93519  -0.124
C: -3.00234 -3.01324 -4.03347  0.009
H: -6.45943 -3.36476 -7.85966  0.108
H: -5.33323 -3.36239 -5.61425  0.098
H: -1.41823 -0.94271 -6.15274  0.124
H: -0.02497 -0.67367 -4.09222  0.092
H: -2.36887 -3.32021 -2.00293  0.093
H: -3.81510 -3.72406 -3.96022  0.111
Br: -0.80998 -4.62802 0.61076  0.736
C: 0.60362 -4.06470 1.75258  -0.748
C: 1.16305 -4.97413 2.63099  -0.092
C: 2.12240 -4.49528 3.50763  -0.034
C: 2.47979 -3.15861 3.45925  -0.047
C: 1.88360 -2.35407 2.50707  -0.150
N: 0.93351 -2.79393 1.67893  -0.054
H: 0.86163 -6.01098 2.62175  0.106
H: 2.59081 -5.16453 4.21757  0.121
H: 3.22170 -2.75808 4.13807  0.091
H: 2.14574 -1.30478 2.38978  0.108
C: 1.10724 0.46340 5.13974  -0.076
C: 0.67521 1.79674 4.50495  -0.591
C: 0.31453 2.78364 5.63167  -0.070
C: 1.87592 2.33562 3.70415  -0.071
Si: -0.85754 1.62516 3.39983  1.167
C: -2.10066 0.24639 3.82801  -0.586
C: -1.51862 -1.14863 3.57454  -0.077
C: -2.44625 0.41534 5.31939  -0.068
C: -3.40399 0.32166 3.01530  -0.089
C: -1.65696 3.22101 2.74108  -0.582
C: -2.72478 3.67717 3.75593  -0.072
C: -0.65916 4.37760 2.59026  -0.089
C: -2.29943 2.95696 1.36640  -0.079
H: 2.07138 0.60614 5.63458  0.095
H: 0.40039 0.11347 5.89196  0.072
H: 1.23695 -0.31923 4.39503  0.057
H: 1.19394 2.90567 6.26968  0.102
H: -0.50222 2.41095 6.25566  0.079
H: 0.03696 3.76862 5.25569  0.060
H: 2.74628 2.35049 4.36683  0.093
H: 1.71246 3.34653 3.33291  0.074
H: 2.09399 1.70063 2.84638  0.064
H: -0.63828 -1.35704 4.18175  0.068
H: -1.24540 -1.26985 2.52705  0.061
H: -2.27532 -1.89915 3.82069  0.099
H: -1.58184 0.28907 5.97058  0.063
H: -3.17833 -0.35057 5.58912  0.102
H: -2.89279 1.39214 5.52840  0.078
H: -3.22136 0.28535 1.94236  0.035
H: -3.99437 1.20761 3.24354  0.072
H: -4.01432 -0.54842 3.27294  0.100
H: -2.27913 3.94630 4.71763  0.081
H: -3.49837 2.93166 3.93824  0.057
H: -3.21335 4.56943 3.35518  0.098
H: -0.22762 4.67581 3.54735  0.067
H: -1.20038 5.24504 2.19476  0.094
H: 0.13840 4.13350 1.89912  0.046
H: -3.14600 2.27649 1.41784  0.064
H: -1.57222 2.52395 0.67622  0.049
H: -2.66543 3.90765 0.96552  0.096


[2]
Density functional theory data (the ωB97M-V functional and the def2-TZVPD basis) for C3H8NO as an isolated structure in a non-equilibrium geometry.

Results
Total energy (hartree): -248.75436
HOMO level (eV): -14.36
Net charge: +1
Relative energy (zero: lowest compared OMol25 entry of this formula, charge and spin) (kcal/mol): 51.16
HOMO-LUMO gap (eV): 10.861
F_max (eV/Å): 3.928

Last column: Löwdin charge in e.
Geometry (Å):
C: 2.36241 0.03603 -0.18411  0.055
C: 1.16303 0.40523 0.16212  -0.188
C: -1.41563 -0.16294 -0.39126  -0.019
N: -2.30652 0.25094 0.43398  0.185
O: 0.18809 -0.57521 0.52721  -0.044
H: 3.11169 0.79996 -0.59663  0.117
H: 2.91628 -0.85039 -0.12175  0.062
H: 0.88343 1.46927 0.13486  0.139
H: -1.36070 -1.19675 -0.77321  0.159
H: -1.02383 0.56433 -0.96016  0.085
H: -2.76871 -0.52603 0.84339  0.138
H: -2.26100 1.23461 0.68541  0.163
H: 0.51147 -1.44904 0.24014  0.149